(1)
DFT (ωB97M-V with the def2-TZVPD basis set) results for a structure of composition C10H13N at a distorted geometry.

Its LUMO energy is 0.696 eV. The relative energy (zero: lowest compared OMol25 entry of this formula, charge and spin) is 219.7 kcal/mol. Its HOMO energy is -8.52 eV.

Structure (ORCA input):
```
! RIJCOSX wB97M-V def2-TZVPD def2/J DEFGRID3
* xyz 0 1
C -2.2858 0.7611 1.4894
C -1.9704 0.7978 -0.0713
C -0.8185 1.5546 -0.3570
C 0.4537 0.6064 -0.2058
C 1.7211 1.2253 -0.2645
C 2.8191 0.3099 -0.0857
C 2.7505 -1.0190 0.1320
C 1.5257 -1.6566 0.0006
C 0.2448 -0.7955 -0.0919
C -0.9876 -1.4207 -0.1857
H -3.2816 0.0380 1.7008
H -1.3902 0.4672 1.9605
H -2.6422 1.5214 1.7653
H -2.6670 1.2866 -0.4139
H -0.7089 2.4234 0.4809
H -0.9395 1.6989 -1.3574
H 2.0101 2.3545 0.1428
H 3.6078 0.6460 -0.2096
H 3.4869 -1.4796 0.3399
H 1.2142 -2.8444 0.0342
H -1.3207 -1.7598 0.6653
H -0.9780 -2.6965 -0.7047
H -1.9890 -0.2782 -1.8670
N -2.1597 -0.5083 -0.6712
*
```

These are the Löwdin partial charges, in e, on atoms 1 to 2:
1. C 0.0172
2. C -0.4987

=====

(2)
DFT (ωB97M-V with the def2-TZVPD basis set) results for a cluster of 2 separate species, C3H6N2O in total at a distorted geometry.

Its LUMO energy is 0.730 eV. The relative energy (zero: lowest compared OMol25 entry of this formula, charge and spin) is 43.6 kcal/mol. Its structure (SMILES) is CN=C=O.C=N. Its HOMO energy is -9.99 eV.

Structure (ORCA input):
```
! RIJCOSX wB97M-V def2-TZVPD def2/J DEFGRID3
* xyz 0 1
C -2.4998 -1.0276 -0.1136
N -1.9960 0.2571 0.1679
C -1.2269 1.1414 0.0175
O -0.5727 2.1014 -0.0018
H -2.6730 -1.5455 0.8312
H -3.4485 -0.9321 -0.6449
H -1.8035 -1.6115 -0.7211
C 3.1024 0.5108 -0.1377
N 2.4293 -0.4731 0.2361
H 3.1108 1.5052 0.3207
H 3.7442 0.3818 -1.0009
H 1.8336 -0.3078 1.0467
*
```

These are the Löwdin partial charges, in e, on atoms 1 to 2:
1. C -0.1010
2. N 0.0674

=====

(3)
DFT (ωB97M-V with the def2-TZVPD basis set) results for a cluster of 8 separate species, C30H65BrN2O21PS in total.

Its LUMO energy is -4.856 eV. Its HOMO energy is -11.74 eV.

Structure (ORCA input):
```
! RIJCOSX wB97M-V def2-TZVPD def2/J DEFGRID3
* xyz 1 1
C -3.8743 -1.2012 -2.7450
N -4.7160 -0.0656 -3.1710
C -3.9712 0.9679 -3.7883
S -5.1488 1.8507 -4.9384
Br -5.5299 0.3602 -6.4279
P -3.7295 3.2979 -5.8604
N -2.6609 3.6190 -4.8168
H -2.9408 -0.8779 -2.2746
H -4.4346 -1.7989 -2.0302
H -3.6272 -1.8142 -3.6127
H -5.1978 0.2988 -2.3544
H -3.5763 1.7776 -3.1658
H -3.1667 0.5646 -4.4075
H -3.3689 2.5308 -6.9712
H -4.6331 4.2659 -6.3085
H -2.6428 4.5965 -4.5327
C 1.1701 -6.1640 -2.2685
C 0.7777 -5.0928 -3.2581
O -0.2681 -4.2348 -2.7420
C 0.1365 -3.3216 -1.8691
O 1.2652 -3.1357 -1.4996
O -0.9312 -2.6201 -1.4658
C -0.6343 -1.6370 -0.4649
H 0.2977 -6.7443 -1.9674
H 1.8917 -6.8382 -2.7303
H 1.6267 -5.7279 -1.3813
H 0.3434 -5.5233 -4.1574
H 1.6309 -4.4771 -3.5409
H 0.1736 -0.9858 -0.7908
H -0.3543 -2.1192 0.4695
H -1.5521 -1.0724 -0.3256
C 6.0467 -2.4878 -2.9207
C 4.8266 -3.3205 -3.2345
O 5.1724 -4.5226 -3.9530
C 5.6338 -5.5161 -3.1972
O 5.6680 -5.5274 -1.9910
O 6.0259 -6.5056 -3.9914
C 6.5715 -7.6416 -3.3075
H 6.5991 -2.2629 -3.8333
H 5.7476 -1.5485 -2.4540
H 6.7102 -3.0195 -2.2383
H 4.1547 -2.7898 -3.9064
H 4.2732 -3.5852 -2.3339
H 5.8771 -8.0052 -2.5536
H 7.5162 -7.3798 -2.8351
H 6.7290 -8.3915 -4.0754
C 3.8520 -4.7789 1.4793
C 5.3042 -4.5534 1.1258
O 5.8844 -3.4876 1.9084
C 6.2115 -3.7992 3.1603
O 6.0883 -4.8755 3.6839
O 6.7052 -2.7039 3.7389
C 7.0769 -2.8708 5.1120
H 3.2871 -3.8513 1.3753
H 3.4272 -5.5213 0.8028
H 3.7490 -5.1402 2.5015
H 5.4057 -4.2250 0.0951
H 5.8960 -5.4583 1.2533
H 7.7606 -3.7090 5.2244
H 6.1935 -3.0388 5.7252
H 7.5610 -1.9418 5.3945
C -4.7691 0.6031 3.4456
C -5.3889 -0.7444 3.1673
O -6.6554 -0.6212 2.4785
C -6.5918 -0.3914 1.1846
O -5.5903 -0.3092 0.5072
O -7.8361 -0.2673 0.7068
C -7.8588 -0.0150 -0.6934
H -5.4631 1.2322 4.0025
H -3.8713 0.4738 4.0493
H -4.4967 1.1113 2.5212
H -5.6414 -1.2568 4.0920
H -4.7304 -1.3846 2.5821
H -7.2802 -0.7805 -1.2086
H -7.4265 0.9664 -0.8954
H -8.8942 -0.0375 -1.0164
C 5.4145 4.2927 0.2184
C 4.3285 3.2904 -0.0996
O 4.8644 2.0708 -0.6429
C 5.3918 1.2360 0.2588
O 5.4019 1.4049 1.4503
O 5.8937 0.1905 -0.3877
C 6.5274 -0.7905 0.4531
H 6.0255 4.4841 -0.6640
H 4.9661 5.2329 0.5406
H 6.0564 3.9261 1.0174
H 3.6691 3.6622 -0.8822
H 3.7319 3.0571 0.7816
H 5.8610 -1.1128 1.2470
H 7.4395 -0.3813 0.8831
H 6.7628 -1.6235 -0.1996
C -2.3000 10.8268 -4.4124
C -3.2396 9.6507 -4.2950
O -2.6355 8.4309 -4.7880
C -1.7772 7.8499 -3.9587
O -1.5080 8.1935 -2.8398
O -1.2616 6.7769 -4.5794
C -0.2990 6.0520 -3.8033
H -1.9581 10.9405 -5.4411
H -2.8191 11.7385 -4.1179
H -1.4339 10.7006 -3.7650
H -4.1177 9.7814 -4.9233
H -3.5618 9.4939 -3.2667
H -0.7249 5.7702 -2.8416
H 0.6068 6.6278 -3.6277
H -0.0711 5.1649 -4.3869
C -2.8761 1.2815 9.5029
C -3.8841 0.1585 9.5839
O -5.2297 0.6553 9.7172
C -5.7957 1.0894 8.5980
O -5.3055 1.0703 7.4953
O -7.0090 1.5490 8.8946
C -7.7382 2.0794 7.7845
H -2.9741 1.9423 10.3642
H -1.8671 0.8689 9.4969
H -3.0162 1.8655 8.5946
H -3.7345 -0.4409 10.4790
H -3.8306 -0.4936 8.7130
H -7.7933 1.3514 6.9778
H -7.2659 2.9904 7.4208
H -8.7295 2.2969 8.1681
*
```

These are the Löwdin partial charges, in e, on atoms 1 to 2:
1. C -0.0722
2. N -0.1701

=====

(4)
DFT (ωB97M-V with the def2-TZVPD basis set) results for a cluster of 4 separate species, C13H31BNO11S in total.

Its LUMO energy is -3.391 eV. The relative energy (zero: lowest compared OMol25 entry of this formula, charge and spin) is 0.0 kcal/mol. Its HOMO energy is -11.94 eV.

Structure (ORCA input):
```
! RIJCOSX wB97M-V def2-TZVPD def2/J DEFGRID3
* xyz 1 1
C 0.7850 -4.1913 2.9583
O -0.0644 -4.7238 1.9382
C -1.3414 -4.2392 1.8762
N -1.5363 -3.4564 0.5775
C -2.8184 -2.6893 0.6856
S -1.7952 -4.5923 -0.7972
B -0.2815 -2.5669 0.2780
C -0.1726 -1.1151 0.8036
O 0.6866 -3.1622 -0.4449
H 1.3162 -3.3131 2.5782
H 1.5254 -4.9396 3.2167
H 0.2376 -3.8796 3.8465
H -2.0621 -5.0569 1.8331
H -1.6075 -3.5722 2.7000
H -3.6079 -3.3874 0.9586
H -3.0578 -2.2353 -0.2714
H -2.7248 -1.9473 1.4712
H -0.7305 -5.3447 -0.5088
H 0.7744 -1.0346 1.3479
H -0.9654 -0.7897 1.4709
H -0.0798 -0.4179 -0.0312
H 1.5471 -3.0767 -0.0227
C -0.3452 2.4662 -1.8299
O -1.3098 2.4712 -0.7725
C -1.5325 3.6820 -0.2483
O -0.9943 4.7000 -0.5933
O -2.4452 3.5630 0.7077
C -2.7952 4.8044 1.3422
H -0.2608 1.4338 -2.1590
H -0.6697 3.0826 -2.6652
H 0.6223 2.8126 -1.4711
H -3.2124 5.4970 0.6150
H -1.9236 5.2473 1.8183
H -3.5414 4.5542 2.0890
C -4.3233 9.3043 -4.4584
O -3.8083 8.1547 -3.7779
C -2.4794 8.1342 -3.6703
O -1.7266 8.9746 -4.0864
O -2.1313 7.0232 -3.0229
C -0.7203 6.8673 -2.8304
H -5.4020 9.1837 -4.4689
H -4.0561 10.2155 -3.9275
H -3.9440 9.3485 -5.4770
H -0.3207 7.6871 -2.2367
H -0.2065 6.8265 -3.7898
H -0.5919 5.9346 -2.2955
C 3.3182 -5.5530 0.7158
O 4.1804 -6.5353 1.2718
C 5.3332 -6.0290 1.7377
O 5.6244 -4.8611 1.7244
O 6.0644 -7.0239 2.2081
C 7.3388 -6.6309 2.7409
H 2.4236 -6.0760 0.3870
H 3.0595 -4.8097 1.4702
H 3.7859 -5.0618 -0.1371
H 7.2076 -5.9464 3.5758
H 7.9454 -6.1631 1.9693
H 7.8100 -7.5467 3.0807
*
```

These are the Löwdin partial charges, in e, on atoms 1 to 2:
1. C -0.0348
2. O -0.1469

=====

(5)
DFT (ωB97M-V with the def2-TZVPD basis set) results for a cluster of 12 separate species, C36H99N3O24 in total at a distorted geometry.

Its expectation value of S² is 0.750. Its LUMO energy (spin up / spin down) is 1.743 / 1.707 eV. Its HOMO energy (spin up / spin down) is 0.32 / -6.90 eV.

Structure (ORCA input):
```
! RIJCOSX wB97M-V def2-TZVPD def2/J DEFGRID3
* xyz -1 2
C 11.2923 -21.1657 -20.8529
C 10.5364 -22.0169 -19.8946
O 9.1143 -22.2018 -20.3434
O 11.5734 -21.7850 -22.0686
H 12.1565 -20.6744 -20.4058
H 10.6401 -20.3065 -21.0098
H 10.5134 -21.4495 -18.9642
H 11.0761 -22.9449 -19.7055
H 9.0725 -22.9841 -20.8984
H 12.4098 -21.4482 -22.3981
C 13.6896 -19.5066 -27.9137
C 13.5901 -18.5667 -29.1457
O 14.7489 -18.6003 -29.9329
O 14.7558 -19.2003 -26.9755
H 13.7314 -20.5628 -28.1798
H 12.7060 -19.4279 -27.4506
H 13.3706 -17.5405 -28.8510
H 12.7853 -18.9988 -29.7404
H 14.9488 -17.7481 -30.3272
H 15.6308 -19.3665 -27.3336
C 9.5626 -15.5069 -20.9403
C 10.8622 -14.9504 -21.5711
O 11.5350 -15.9680 -22.2356
O 8.6268 -15.8150 -21.9618
H 8.9470 -14.7732 -20.4199
H 9.5854 -16.3503 -20.2502
H 11.4585 -14.6316 -20.7162
H 10.7356 -14.0552 -22.1798
H 12.3168 -15.6321 -22.6800
H 8.4959 -16.7652 -22.0006
C 7.2417 -19.6076 -21.9476
C 7.0824 -19.6869 -20.4657
O 6.6807 -20.9879 -20.0698
O 7.8936 -18.3876 -22.2868
H 6.3029 -19.5816 -22.5009
H 7.7694 -20.4818 -22.3290
H 6.4904 -18.9242 -19.9596
H 8.0790 -19.5962 -20.0338
H 7.5280 -21.4390 -20.0791
H 8.2532 -18.5417 -23.1634
C 9.4792 -23.0171 -31.9074
C 10.1264 -21.9558 -32.8114
O 9.0875 -21.3140 -33.6019
O 8.7292 -22.4723 -30.8866
H 10.1418 -23.6789 -31.3498
H 8.9081 -23.7282 -32.5042
H 10.9123 -22.3843 -33.4334
H 10.5689 -21.1958 -32.1673
H 9.4107 -21.4721 -34.4920
H 8.1723 -23.1652 -30.5242
C 14.2910 -16.3368 -25.2013
C 13.5919 -15.1687 -24.4132
O 13.8698 -15.1198 -23.0651
O 13.5665 -17.4633 -25.0417
H 15.3254 -16.4788 -24.8884
H 14.2505 -16.0072 -26.2395
H 12.5200 -15.1427 -24.6088
H 13.9828 -14.2793 -24.9073
H 14.5333 -14.4334 -22.9642
H 13.9831 -18.1571 -25.5581
C 8.4688 -13.1295 -25.1968
C 9.9433 -12.5640 -25.2910
O 10.2764 -12.5284 -26.7051
O 7.5775 -12.0901 -25.5963
H 8.1453 -13.5504 -24.2448
H 8.2429 -13.9174 -25.9153
H 10.6182 -13.2438 -24.7709
H 9.8860 -11.5773 -24.8313
H 9.6727 -11.9199 -27.1374
H 6.7452 -12.3133 -25.1732
C 15.0610 -18.8208 -22.0513
C 14.2849 -19.9339 -22.9242
O 14.0975 -21.0290 -22.0848
O 16.3632 -19.3364 -21.7808
H 14.5639 -18.6726 -21.0927
H 15.1867 -17.9401 -22.6811
H 14.8706 -20.1425 -23.8196
H 13.2887 -19.6615 -23.2729
H 14.8854 -21.0495 -21.5368
H 16.8329 -18.7711 -21.1632
C 8.1704 -19.8523 -28.6301
C 6.9084 -19.1453 -29.1624
O 6.1915 -19.8939 -30.1524
O 9.1810 -20.0658 -29.6468
H 7.9156 -20.7968 -28.1494
H 8.5490 -19.2277 -27.8210
H 7.0195 -18.1686 -29.6334
H 6.3191 -19.0317 -28.2525
H 6.5782 -19.8649 -31.0305
H 8.9725 -20.9288 -30.0118
C 5.3085 -23.8107 -23.7713
O 5.6167 -24.1944 -25.1127
C 6.9007 -23.7222 -25.5750
C 8.1049 -24.4078 -24.8997
N 7.9980 -25.8176 -25.1721
C 9.1739 -26.5460 -24.6365
C 10.4091 -26.3990 -25.5254
O 10.0967 -26.7276 -26.8966
C 11.1741 -26.4951 -27.7848
H 4.4427 -24.3084 -23.3345
H 5.1001 -22.7608 -23.5655
H 6.0578 -24.0632 -23.0211
H 7.0010 -22.6392 -25.5035
H 6.8851 -23.9607 -26.6385
H 7.9979 -24.3225 -23.8184
H 9.0844 -24.0022 -25.1527
H 8.0544 -25.9775 -26.1678
H 8.7916 -27.5667 -24.6291
H 9.4143 -26.1722 -23.6413
H 11.2119 -26.9330 -25.0169
H 10.7901 -25.3778 -25.5221
H 11.4262 -25.4441 -27.6433
H 10.9842 -26.5941 -28.8536
H 12.0025 -27.1960 -27.6817
C 14.0035 -27.7971 -20.4477
O 13.2340 -26.9062 -21.2347
C 13.6611 -25.6055 -21.1554
C 13.1029 -24.6410 -22.2517
N 13.8920 -24.8782 -23.4512
C 13.6216 -23.8875 -24.5268
C 14.5351 -24.0395 -25.7988
O 14.1655 -25.0624 -26.6970
C 15.0077 -25.0523 -27.8595
H 13.6086 -28.8115 -20.5044
H 13.9018 -27.5062 -19.4022
H 15.0542 -27.8270 -20.7361
H 14.7467 -25.5094 -21.1382
H 13.3482 -25.3385 -20.1460
H 13.2768 -23.6432 -21.8489
H 12.0467 -24.8091 -22.4620
H 13.7214 -25.8250 -23.7588
H 13.6677 -22.8468 -24.2059
H 12.5903 -24.1075 -24.8025
H 15.5104 -24.2505 -25.3602
H 14.5447 -23.0946 -26.3421
H 15.9877 -25.5148 -27.7420
H 15.0066 -24.0220 -28.2154
H 14.4526 -25.4684 -28.7002
C 9.9297 -16.4694 -27.2306
O 9.3762 -17.3511 -26.2606
C 9.8214 -17.0733 -24.9169
C 10.0885 -18.4722 -24.3247
N 8.9991 -19.3475 -24.6489
C 9.3280 -20.7484 -24.3490
C 10.4064 -21.4090 -25.2427
O 9.8438 -21.4843 -26.5415
C 10.7476 -21.6605 -27.5773
H 9.6346 -15.4524 -26.9721
H 9.4689 -16.7344 -28.1822
H 11.0186 -16.4210 -27.2352
H 9.0683 -16.4734 -24.4060
H 10.7182 -16.4538 -24.9304
H 10.3540 -18.4892 -23.2677
H 10.9878 -18.7349 -24.8817
H 8.6870 -19.0793 -25.5713
H 8.3737 -21.2648 -24.4522
H 9.6230 -20.7830 -23.3002
H 10.7073 -22.4221 -24.9760
H 11.2868 -20.7758 -25.1329
H 11.4030 -22.5041 -27.3607
H 11.3897 -20.7970 -27.7510
H 10.1639 -21.8952 -28.4674
*
```

These are the Löwdin partial charges, in e, on atoms 1 to 2:
1. C -0.2794
2. C -0.1521

=====

(6)
DFT (ωB97M-V with the def2-TZVPD basis set) results for a cluster of 3 separate species, C2H8NO4 in total at a distorted geometry.

Its expectation value of S² is 0.758. Its LUMO energy (spin up / spin down) is 0.497 / -4.281 eV. The relative energy (zero: lowest compared OMol25 entry of this formula, charge and spin) is 12.8 kcal/mol. Its HOMO energy (spin up / spin down) is -11.11 / -10.84 eV.

Structure (ORCA input):
```
! RIJCOSX wB97M-V def2-TZVPD def2/J DEFGRID3
* xyz 0 2
C 1.8511 0.0685 1.1658
N 1.1749 -0.9425 0.3543
C -0.2053 -1.0421 0.7822
O -1.1515 -0.9806 -0.0331
O -0.4163 -0.8974 1.9819
H 2.9037 0.1521 0.7816
H 1.9720 -0.3658 2.1456
H 1.3751 1.0555 1.2123
H 1.4060 -0.9396 -0.6281
H -1.9527 0.7006 -0.0036
H -1.6545 2.2316 0.2315
O -2.0046 1.5835 -0.3897
H -0.7223 -0.5838 -2.0221
H -1.6525 0.2721 -2.6448
O -0.9231 -0.3123 -2.9338
*
```

These are the Löwdin partial charges, in e, on atoms 1 to 2:
1. C -0.0902
2. N 0.0493

=====

Q: Number 3 is which compound?
A: C30H65BrN2O21PS